{
  "formula": "C34H36ClN7O9",
  "method": "ωB97M-V with the def2-TZVPD basis set",
  "elements": ["C", "C", "C", "Cl", "C", "C", "N", "C", "C", "N", "C", "C", "O", "C", "N", "H", "H", "H", "H", "H", "H", "H", "H", "H", "H", "H", "H", "H", "H", "H", "H", "O", "N", "O", "C", "C", "C", "C", "C", "C", "H", "H", "H", "H", "H", "O", "N", "O", "C", "C", "C", "C", "C", "C", "H", "H", "H", "H", "H", "O", "N", "O", "C", "C", "C", "C", "C", "C", "H", "H", "H", "H", "H", "O", "N", "O", "C", "C", "C", "C", "C", "C", "H", "H", "H", "H", "H"],
  "coordinates": [[-0.8658, 0.3585, -3.6441], [0.6607, 0.0955, -3.5702], [1.0653, -1.1301, -2.7310], [0.5140, -2.5765, -3.7084], [0.3837, -1.1984, -1.3224], [-0.5353, -2.3777, -1.1622], [-1.3043, -3.2141, -1.0045], [1.3714, -1.2255, -0.1272], [2.5287, -2.1544, -0.3707], [3.5209, -2.6619, -0.6474], [1.8750, 0.1573, 0.3892], [1.9379, 1.2935, -0.6302], [3.0955, 1.0654, -1.4342], [2.0879, 2.6318, 0.1607], [0.8445, 2.9706, 0.9032], [-1.4533, -0.3583, -3.0612], [-1.0551, 1.3360, -3.1749], [-1.2280, 0.4354, -4.6713], [1.2115, 0.9889, -3.2590], [1.0142, -0.1075, -4.5891], [2.1538, -1.1843, -2.6989], [-0.2706, -0.3300, -1.1762], [0.8233, -1.6791, 0.7086], [1.1993, 0.4491, 1.1993], [2.8594, 0.0368, 0.8550], [1.0228, 1.4179, -1.2266], [3.0519, 1.7260, -2.1319], [2.9157, 2.5868, 0.8724], [2.2063, 3.4400, -0.5768], [0.8756, 2.5222, 1.8231], [0.0909, 2.5147, 0.3942], [-2.3866, 3.5377, -2.7064], [-3.2872, 3.3432, -3.4993], [-4.3250, 2.7749, -3.2352], [-3.1011, 3.8224, -4.8735], [-1.9117, 4.4423, -5.2184], [-1.7307, 4.8732, -6.5232], [-2.7355, 4.6852, -7.4636], [-3.9267, 4.0702, -7.1005], [-4.1142, 3.6342, -5.7982], [-1.1296, 4.5896, -4.4879], [-0.8047, 5.3538, -6.8080], [-2.5892, 5.0181, -8.4831], [-4.7085, 3.9275, -7.8338], [-5.0401, 3.1534, -5.5181], [4.1485, -8.0661, -7.7678], [2.9398, -8.1148, -7.6642], [2.2299, -8.9058, -8.2515], [2.2915, -7.1483, -6.7704], [3.0678, -6.2086, -6.1124], [2.4491, -5.2831, -5.2864], [1.0712, -5.3075, -5.1234], [0.3061, -6.2621, -5.7821], [0.9163, -7.1896, -6.6123], [4.1405, -6.1880, -6.2378], [3.0416, -4.5390, -4.7701], [0.5956, -4.5732, -4.4772], [-0.7674, -6.2808, -5.6507], [0.3199, -7.9293, -7.1262], [-1.3581, 1.1276, 3.3866], [-0.2429, 1.0349, 3.8455], [0.7278, 1.6386, 3.4115], [-0.0365, 0.1407, 4.9847], [-1.1097, -0.5867, 5.4769], [-0.9058, -1.4473, 6.5425], [0.3578, -1.5705, 7.1066], [1.4218, -0.8295, 6.6084], [1.2282, 0.0326, 5.5399], [-2.0937, -0.4916, 5.0407], [-1.7321, -2.0239, 6.9348], [0.5138, -2.2450, 7.9366], [2.4034, -0.9253, 7.0521], [2.0579, 0.6066, 5.1526], [-2.1993, 0.0852, 10.8991], [-1.4254, 0.3064, 9.9927], [-0.6811, -0.5207, 9.5014], [-1.3810, 1.6651, 9.4425], [-2.1870, 2.6469, 9.9935], [-2.1248, 3.9334, 9.4814], [-1.2668, 4.2230, 8.4279], [-0.4714, 3.2251, 7.8792], [-0.5256, 1.9370, 8.3876], [-2.8552, 2.4234, 10.8124], [-2.7442, 4.7119, 9.9056], [-1.2174, 5.2299, 8.0337], [0.1938, 3.4524, 7.0567], [0.0960, 1.1621, 7.9610]],
  "lowdin_charge": [-0.0871, -0.2761, -0.5412, 0.7485, -0.2650, -0.2557, 0.1707, -0.2309, -0.1736, 0.1757, -0.0838, -0.3848, -0.0196, -0.2051, 0.0102, 0.0710, 0.0561, 0.0780, 0.0868, 0.0992, 0.0971, 0.1402, 0.1406, 0.1000, 0.1385, 0.1225, 0.0912, 0.1225, 0.1095, 0.0067, 0.0617, 0.0586, -0.3545, 0.0860, -0.1505, -0.0054, -0.0658, -0.0699, -0.0634, -0.0011, 0.1181, 0.1081, 0.1079, 0.1091, 0.1204, 0.0751, -0.3576, 0.0745, -0.1507, -0.0020, -0.0623, -0.1072, -0.0581, -0.0053, 0.1184, 0.1065, -0.0183, 0.1090, 0.1178, 0.1051, -0.3250, 0.0297, -0.1554, 0.0052, -0.0605, -0.0830, -0.0645, -0.0097, 0.1224, 0.1164, 0.1110, 0.1138, 0.1197, 0.0903, -0.3385, 0.0601, -0.1391, -0.0007, -0.0629, -0.0663, -0.0578, 0.0037, 0.1202, 0.1090, 0.1088, 0.1091, 0.0981],
  "smiles": "CC[C@H](Cl)[C@@H](C#N)[C@@H](C#N)C[C@H](O)CN.O=[N+]([O-])c1ccccc1.O=[N+]([O-])c1ccccc1.O=[N+]([O-])c1ccccc1.O=[N+]([O-])c1ccccc1",
  "orbital_gap_ev": 8.23,
  "charge": 0,
  "homo_energy_ha": -0.342
}


{
  "formula": "C34H36N12O4Ta",
  "method": "ωB97M-V with the def2-TZVPD basis set",
  "elements": ["Ta", "O", "C", "N", "C", "C", "C", "C", "C", "C", "N", "C", "O", "C", "C", "C", "C", "C", "N", "C", "C", "C", "C", "C", "N", "H", "H", "H", "H", "H", "H", "H", "H", "H", "H", "H", "H", "C", "N", "C", "N", "C", "N", "C", "N", "C", "C", "H", "H", "H", "H", "H", "H", "H", "H", "H", "H", "H", "H", "O", "C", "N", "C", "O", "C", "C", "C", "C", "N", "C", "H", "H", "H", "H", "H", "H", "H", "H", "N", "C", "C", "C", "N", "H", "H", "H", "H"],
  "coordinates": [[-0.2153, -0.3029, -0.2560], [-3.0367, 0.9579, 2.2974], [-1.9458, 0.7365, 1.8833], [-1.4793, 1.0102, 0.5428], [-1.2975, 2.4121, 0.3170], [-2.2160, 3.4015, 0.6115], [-1.8913, 4.7059, 0.2574], [-0.6895, 4.9889, -0.3769], [0.2352, 3.9885, -0.6572], [-0.0781, 2.6889, -0.2842], [0.6790, 1.4949, -0.5160], [2.0774, 1.6447, -0.6680], [2.6942, 2.6472, -0.4670], [2.7146, 0.3870, -1.1326], [4.0169, 0.3834, -1.5814], [4.5143, -0.7805, -2.1494], [3.6684, -1.8762, -2.2549], [2.3882, -1.8005, -1.7448], [1.9014, -0.6853, -1.1564], [-0.8077, 0.1899, 2.7033], [-0.8280, 0.1998, 4.0769], [0.2918, -0.2646, 4.7613], [1.3919, -0.6856, 4.0334], [1.3284, -0.6812, 2.6504], [0.2399, -0.2777, 1.9804], [-3.1596, 3.1657, 1.0837], [-2.5890, 5.5042, 0.4694], [-0.4590, 6.0075, -0.6565], [1.1687, 4.2347, -1.1357], [4.5985, 1.2920, -1.5013], [5.5274, -0.8239, -2.5273], [3.9938, -2.7919, -2.7289], [1.7286, -2.6488, -1.8244], [-1.7003, 0.5874, 4.5876], [0.3124, -0.2737, 5.8427], [2.2972, -1.0118, 4.5259], [2.1841, -0.9804, 2.0616], [-2.0363, 0.9487, -2.5203], [-2.5475, 1.0395, -3.8462], [-3.1941, -0.2170, -4.2271], [-2.2250, -1.3208, -4.2079], [-1.6975, -1.4786, -2.8884], [-1.0171, -0.2132, -2.3651], [0.0729, 0.1078, -3.4341], [-0.4759, 0.2383, -4.7381], [-1.4554, 1.3290, -4.7778], [-1.1316, -1.0094, -5.1357], [-2.8467, 0.7831, -1.8140], [-1.5109, 1.8636, -2.2484], [-3.6075, -0.1243, -5.2293], [-4.0103, -0.4332, -3.5348], [-0.9355, -2.2641, -2.9018], [-2.5065, -1.7376, -2.2030], [0.7869, -0.7139, -3.4230], [0.5489, 1.0371, -3.1200], [-1.8498, 1.4221, -5.7876], [-0.9757, 2.2681, -4.4999], [-0.4052, -1.8240, -5.1347], [-1.5332, -0.9022, -6.1412], [-0.8879, -3.2472, 6.2298], [-1.8303, -4.0890, 5.6040], [-2.2554, -3.3424, 4.4323], [-2.7776, -3.9412, 3.3360], [-2.9128, -5.1309, 3.1727], [-3.0983, -2.9814, 2.2117], [-4.3755, -2.8096, 1.6920], [-4.5381, -1.9209, 0.6402], [-3.4309, -1.2804, 0.1205], [-2.1749, -1.5072, 0.5522], [-2.0429, -2.3340, 1.6101], [-0.7928, -3.5116, 7.1519], [-2.6752, -4.3071, 6.2618], [-1.3963, -5.0291, 5.2608], [-2.4624, -2.3684, 4.5995], [-5.2202, -3.3405, 2.1136], [-5.5158, -1.7116, 0.2293], [-3.5519, -0.5473, -0.6627], [-1.0448, -2.4986, 1.9917], [-0.6294, -3.5751, -0.5627], [-0.2283, -4.7897, -0.1747], [0.9251, -4.6244, 0.5675], [1.1462, -3.2551, 0.5759], [0.1909, -2.5967, -0.1042], [-1.4768, -3.3508, -1.0587], [-0.7787, -5.6760, -0.4496], [1.5207, -5.3933, 1.0280], [1.9691, -2.7258, 1.0197]],
  "lowdin_charge": [1.9555, 0.1980, -0.4144, -0.0893, -0.2377, 0.0196, -0.0217, -0.0214, 0.0195, -0.2163, -0.0477, -0.4093, 0.1848, -0.1884, 0.0656, 0.0393, 0.0131, -0.1200, -0.0222, -0.1881, 0.0538, 0.0296, 0.0198, -0.0874, -0.0183, 0.1254, 0.1278, 0.1280, 0.1209, 0.1481, 0.1426, 0.1358, 0.1077, 0.1483, 0.1400, 0.1367, 0.1101, -0.1534, -0.0663, -0.1160, -0.0681, -0.1856, -0.1768, -0.1542, -0.0680, -0.1121, -0.1188, 0.1068, 0.1222, 0.1475, 0.1395, 0.1190, 0.1010, 0.1112, 0.1272, 0.1473, 0.1438, 0.1404, 0.1473, -0.0377, -0.2141, 0.1017, -0.4590, 0.1313, -0.0760, 0.0799, 0.0223, -0.1178, -0.0631, -0.0940, 0.1082, 0.1464, 0.1362, 0.1444, 0.1529, 0.1367, 0.0956, 0.1166, 0.0182, -0.0008, 0.0164, -0.1400, -0.1554, 0.1378, 0.1549, 0.1305, 0.1063],
  "orbital_gap_ev": 6.21,
  "charge": 3,
  "homo_energy_ha": -0.600
}